[1]
This record from OMol25 describes a 2-piece molecular cluster, C37H33F2O2Si overall. The level of theory is ωB97M-V/def2-TZVPD.

Values from the calculation:
Charge ... +1
Multiplicity ... 1

```
75
Properties=species:S:1:pos:R:3:mulliken_charge:R:1
C 3.404 5.197 -0.661 -1.5327
C 2.095 4.499 -0.697 0.5758
C 0.927 5.200 -1.003 0.3343
F 1.057 6.530 -1.318 -0.3373
C -0.332 4.638 -1.006 -1.1654
C -0.496 3.276 -0.588 0.0821
C -1.751 2.637 -0.401 0.0523
C -3.015 3.295 -0.400 0.9996
C -3.192 4.677 -0.067 -1.2134
C -4.438 5.255 -0.198 0.4943
F -4.572 6.600 0.043 -0.3333
C -5.584 4.555 -0.572 0.8011
C -6.893 5.248 -0.679 -1.4655
C -5.426 3.189 -0.849 -0.7514
C -4.189 2.574 -0.775 -0.7793
C 0.706 2.529 -0.389 -0.0924
C 1.950 3.128 -0.431 -0.1694
H 4.206 4.460 -0.565 0.3595
H 3.580 5.784 -1.570 0.3557
H 3.479 5.883 0.193 0.3353
H -1.186 5.239 -1.310 0.9202
H -1.756 1.550 -0.424 0.2458
H -2.352 5.276 0.275 0.9771
H -7.685 4.504 -0.793 0.3843
H -7.111 5.850 0.210 0.3431
H -6.938 5.917 -1.548 0.3247
H -6.308 2.614 -1.133 0.3587
H -4.084 1.523 -1.052 0.3309
H 0.618 1.463 -0.172 0.0894
H 2.846 2.536 -0.239 0.2333
C 4.797 -1.051 -2.304 -0.5042
C 4.370 -2.383 -2.351 -0.7563
C 3.360 -2.826 -1.483 0.0290
C 2.771 -1.943 -0.564 0.4146
Si 1.511 -2.569 0.641 -0.3338
C 0.522 -3.953 -0.089 0.8665
C 0.281 -4.020 -1.467 -0.0894
C -0.550 -5.011 -1.996 -0.7975
C -1.130 -5.965 -1.153 -0.5198
C -0.846 -5.938 0.216 -0.7207
C -0.009 -4.946 0.746 -0.4023
C 2.344 -3.176 2.184 0.1400
C 3.214 -4.275 2.081 -0.1703
C 3.859 -4.783 3.218 -0.6548
C 3.648 -4.184 4.466 -0.4736
C 2.802 -3.072 4.567 -0.5904
C 2.159 -2.564 3.430 -0.2888
O 0.534 -1.204 1.145 -0.3428
C -0.646 -0.925 0.648 1.1082
C -1.640 -0.081 1.131 -1.0121
C -2.912 -0.603 0.611 -0.5703
C -2.477 -1.379 -0.617 -0.5124
O -1.038 -1.603 -0.422 -0.3544
C 3.223 -0.617 -0.502 -0.1215
C 4.220 -0.170 -1.380 -0.6192
H 5.583 -0.703 -2.979 0.3914
H 4.817 -3.082 -3.059 0.3971
H 3.036 -3.869 -1.528 0.3704
H 0.735 -3.288 -2.139 0.4994
H -0.744 -5.023 -3.069 0.4029
H -1.796 -6.727 -1.564 0.3965
H -1.277 -6.684 0.884 0.4022
H 0.228 -4.939 1.813 0.3819
H 3.390 -4.744 1.108 0.2872
H 4.523 -5.644 3.124 0.3913
H 4.145 -4.580 5.355 0.3748
H 2.642 -2.593 5.534 0.3804
H 1.509 -1.690 3.521 0.3917
H -1.502 0.507 2.032 0.4513
H -3.386 -1.308 1.313 0.3251
H -3.641 0.172 0.370 0.2059
H -2.966 -2.352 -0.732 0.3769
H -2.586 -0.777 -1.524 0.2716
H 2.809 0.071 0.240 0.4781
H 4.552 0.870 -1.336 0.3430
```



[2]
This record from OMol25 describes C29H26AlF3O2Sb2Se as an isolated structure. The level of theory is ωB97M-V/def2-TZVPD.

Values from the calculation:
Charge ... 0
Multiplicity ... 1

```
64
Properties=species:S:1:pos:R:3:mulliken_charge:R:1
Al -0.513 1.762 -2.975 0.5304
C 1.638 -0.558 -2.221 -1.4453
C 0.982 -1.906 -1.856 0.2938
C -0.526 -2.130 -2.111 -1.3893
Sb -2.350 -1.945 -0.802 0.8334
C -2.238 -0.176 0.478 -0.0683
C -2.843 1.008 0.055 -0.4087
C -2.662 2.193 0.755 -0.7235
C -1.872 2.207 1.897 -0.4822
C -1.327 1.023 2.369 -0.4471
C -1.524 -0.166 1.670 -0.3674
C -1.850 -3.226 0.863 -0.2546
C -2.893 -3.435 1.764 -0.4406
C -2.732 -4.280 2.851 -0.6336
C -1.520 -4.931 3.044 -0.4448
C -0.479 -4.737 2.149 -0.6511
C -0.644 -3.886 1.062 0.1450
Sb 0.938 0.865 -0.738 1.2120
C 2.245 -0.213 0.619 0.1414
C 3.595 -0.068 0.306 -0.5022
C 4.549 -0.828 0.961 -0.7300
C 4.162 -1.754 1.922 -0.5654
C 2.821 -1.902 2.234 -0.4898
C 1.863 -1.133 1.583 -0.2802
C 1.804 2.785 -0.237 1.0127
C 2.578 2.917 0.913 -0.3200
C 2.862 4.173 1.432 -0.8653
C 2.358 5.312 0.826 -0.4049
C 1.563 5.190 -0.305 -0.9710
C 1.271 3.934 -0.813 -0.1912
H 1.320 -0.225 -3.211 0.7418
H 2.720 -0.673 -2.222 0.4185
H 1.213 -2.147 -0.815 -0.2497
H 1.500 -2.648 -2.472 0.5809
H -0.664 -3.179 -2.387 0.5831
H -0.838 -1.559 -2.990 0.4062
H -3.482 1.009 -0.821 0.5204
H -3.133 3.103 0.405 0.4664
H -1.703 3.136 2.426 0.4073
H -0.747 1.018 3.284 0.3744
H -1.126 -1.094 2.061 0.5056
H -3.841 -2.927 1.613 0.3704
H -3.551 -4.436 3.542 0.3989
H -1.395 -5.604 3.882 0.3879
H 0.463 -5.252 2.295 0.4339
H 0.175 -3.739 0.366 0.3416
H 3.901 0.643 -0.454 0.5458
H 5.596 -0.701 0.715 0.4070
H 4.908 -2.362 2.417 0.3755
H 2.510 -2.619 2.983 0.4507
H 0.818 -1.264 1.826 0.2011
H 2.962 2.041 1.417 0.2833
H 3.464 4.258 2.328 0.4009
H 2.580 6.290 1.231 0.3796
H 1.155 6.073 -0.781 0.4214
H 0.635 3.857 -1.685 -0.2047
Se 1.028 2.669 -4.231 -0.4259
F -4.386 2.577 -3.103 -0.2401
C -4.051 1.923 -4.236 0.6259
F -3.393 2.784 -5.018 -0.2401
F -5.168 1.557 -4.846 -0.2480
C -3.162 0.709 -3.867 0.6739
O -3.503 -0.414 -4.074 -0.4838
O -2.061 1.099 -3.274 -0.7024
```



For the records above, the corresponding ΔE to the lowest compared entry with this formula, charge and spin values read 2.9; 48.9 kcal/mol.
For the records above, the corresponding HOMO values read -10.32; -8.11 eV.
For the records above, the corresponding E_LUMO values read -5.54; -1.34 eV.